(1)
14
Properties=species:S:1:pos:R:3:forces:R:3 method="wB97M-V/def2-TZVPD" s_squared=2.013 multiplicity=3 de_lowest_kj_mol=348.82 gap_ev="5.93 / 6.99" energy_ev=-9393.6449
C -0.19185 0.15268 -0.84478 1.39 2.81 0.72
C -0.49296 -1.06958 -0.80819 0.49 -0.94 -1.70
C -0.10534 1.01646 0.45522 1.13 -1.46 -2.49
C -0.55576 0.09415 1.50325 -1.51 2.39 1.99
C -0.44258 1.62974 -0.85645 -2.28 0.52 -0.22
C -0.68879 -2.31984 -0.56756 -1.12 -0.53 0.43
C 0.54447 0.99175 1.74223 2.39 0.92 0.75
O -1.06377 -0.95196 1.80182 -0.94 -2.48 0.44
H 0.23427 2.39041 -1.33977 -0.51 -1.16 0.77
H -1.54220 1.87831 -0.95643 1.16 -0.02 -0.29
H -1.66172 -2.53382 -0.11133 0.39 -0.41 -0.19
H 0.06688 -3.07585 -0.64648 0.13 -0.28 -0.24
H 1.60297 0.68514 1.95788 -0.81 -0.46 -0.59
H 0.29023 1.81577 2.36263 0.08 1.09 0.62

(2)
81
Properties=species:S:1:pos:R:3:forces:R:3 method="wB97M-V/def2-TZVPD" de_lowest_kj_mol=0.00 gap_ev=7.67 energy_ev=-87814.3852
K 0.08122 0.69106 0.29909 0.07 0.20 -0.14
N 2.65058 2.45637 8.17606 0.03 0.00 0.01
C 2.30103 1.78621 7.00247 0.01 0.04 0.04
C 2.45717 0.40504 6.90210 0.00 -0.05 -0.02
C 2.06789 -0.26473 5.75505 0.01 0.09 0.03
C 1.50892 0.44124 4.70187 0.04 0.12 0.13
C 1.34600 1.81723 4.78981 0.03 -0.02 0.10
C 1.73898 2.48618 5.93380 -0.03 0.03 -0.05
S 1.04216 -0.39434 3.23082 0.09 -0.16 -0.21
O 1.06067 -1.80868 3.51859 -0.04 0.04 -0.05
O -0.26021 0.15829 2.84355 0.00 -0.03 0.08
N 2.01424 0.06226 2.05829 -0.18 -0.14 0.01
C 3.32474 -0.28239 2.02749 -0.21 0.17 -0.07
N 3.93891 -0.02805 0.84431 0.13 -0.07 0.06
C 5.23045 -0.30884 0.77672 -0.09 0.02 -0.02
C 5.95119 -0.84553 1.83260 -0.01 0.00 0.02
C 5.22704 -1.06847 2.99240 0.01 -0.02 0.01
N 3.93760 -0.79538 3.11021 0.11 -0.05 0.00
H 3.34479 1.99004 8.73795 -0.01 -0.01 0.00
H 2.86323 3.43399 8.05782 -0.01 0.00 -0.01
H 2.88989 -0.14418 7.73039 0.00 0.00 0.00
H 2.19992 -1.33260 5.65859 0.00 -0.01 -0.01
H 0.90678 2.36083 3.96381 -0.01 -0.01 -0.01
H 1.60590 3.55937 6.00845 0.00 0.00 0.00
H 5.71384 -0.09837 -0.17407 0.00 0.00 0.00
H 7.00396 -1.07217 1.75680 0.01 0.00 0.00
H 5.70780 -1.48682 3.87248 -0.01 0.01 0.01
N -1.29295 -1.62740 -2.69943 0.01 -0.03 -0.07
P 0.03634 -0.53796 -2.82556 -0.06 -0.12 0.15
C 1.48689 -1.65065 -2.93765 -0.02 0.02 -0.06
C 2.42567 -1.57220 -1.91317 -0.04 0.03 0.06
C 3.52823 -2.41936 -1.89768 -0.05 -0.01 -0.03
C 3.69341 -3.34901 -2.91031 0.02 -0.02 0.00
C 2.75896 -3.43909 -3.93864 0.02 -0.01 0.02
C 1.66304 -2.59584 -3.95063 -0.04 0.04 -0.01
C -0.22978 -0.06531 -4.57099 0.11 0.04 0.03
C -1.50841 0.03706 -5.11230 -0.06 0.00 -0.02
C -1.69345 0.49905 -6.40891 0.02 0.00 -0.01
C -0.60298 0.87774 -7.17591 0.00 0.00 0.00
C 0.67534 0.79616 -6.63883 -0.01 0.00 0.00
C 0.86053 0.33066 -5.34744 -0.01 -0.02 0.00
C -1.78973 -2.14110 -1.51193 -0.03 -0.04 0.08
C -2.76704 -3.14557 -1.55149 0.01 0.02 -0.02
C -3.24428 -3.64509 -0.36181 -0.04 -0.05 0.05
C -2.75459 -3.14779 0.84275 0.03 0.04 -0.04
C -1.79852 -2.15495 0.78261 0.05 0.05 0.02
N -1.32195 -1.65522 -0.36635 0.02 0.04 -0.10
H -1.51268 -2.19079 -3.50896 0.01 0.01 0.00
H 2.30899 -0.85658 -1.10528 0.07 0.01 -0.04
H 4.24240 -2.34955 -1.08826 0.01 0.00 0.01
H 4.54980 -4.01149 -2.90167 0.00 0.00 0.00
H 2.88946 -4.16796 -4.72837 0.00 0.00 0.00
H 0.94362 -2.66378 -4.75972 0.00 0.01 0.00
H -2.36942 -0.24006 -4.51659 0.00 0.01 -0.01
H -2.69377 0.56424 -6.81742 0.00 0.00 0.00
H -0.74652 1.23703 -8.18654 0.00 0.00 0.00
H 1.53264 1.09327 -7.22896 0.00 0.00 0.00
H 1.86337 0.26513 -4.94281 0.01 -0.01 0.01
H -3.12918 -3.51382 -2.50292 0.00 -0.01 0.00
H -3.99441 -4.42617 -0.36929 0.00 0.00 0.00
H -3.09079 -3.52453 1.79723 -0.01 -0.01 0.00
H -1.36981 -1.73260 1.68656 -0.03 -0.02 0.02
O -1.70840 2.47247 -0.59073 0.08 0.15 0.01
C -2.65224 3.17643 -0.27648 0.00 -0.29 0.01
C -3.57804 3.76676 -1.29783 -0.07 0.00 -0.01
C -4.55553 2.59960 -1.59008 0.06 -0.03 -0.01
C -5.16996 1.88376 -0.36904 -0.04 0.03 0.02
C -4.21146 1.05071 0.50702 0.02 -0.03 -0.01
C -3.44347 1.87369 1.55607 -0.05 0.00 -0.04
N -3.12668 3.20920 1.01590 0.06 0.10 0.05
H -3.04108 4.04848 -2.20084 -0.01 0.02 0.00
H -4.11861 4.63001 -0.90381 0.02 0.01 -0.01
H -4.00809 1.85973 -2.18057 -0.02 -0.01 0.00
H -5.36569 2.97440 -2.21757 0.01 0.02 -0.01
H -5.93338 1.20907 -0.76131 0.00 0.00 0.00
H -5.71198 2.60706 0.25304 0.00 0.00 0.00
H -3.50090 0.53146 -0.14274 -0.01 -0.01 0.00
H -4.77767 0.27178 1.02127 0.02 0.00 0.01
H -2.53719 1.36441 1.88013 0.02 0.01 0.02
H -4.05252 2.03974 2.44423 0.00 -0.03 0.00
H -3.91016 3.83716 1.11260 -0.01 -0.02 0.00

(3)
48
Properties=species:S:1:pos:R:3:forces:R:3 method="wB97M-V/def2-TZVPD" smiles="CCc1ccc(N2C[C@H](C(=O)OCC(=O)Nc3cc(C)on3)CC2=O)cc1" de_lowest_kj_mol=271.28 gap_ev=9.04 energy_ev=-34751.9521
C -4.73162 -2.73697 0.75309 -0.05 0.19 0.09
H -5.76118 -2.73271 1.10338 -0.12 -0.07 0.01
H -4.72712 -2.97250 -0.30870 -0.01 -0.07 -0.09
H -4.18971 -3.52042 1.27856 0.03 -0.10 0.02
C -4.07516 -1.37690 1.00027 -0.02 -0.22 -0.07
C -2.65573 -1.37865 0.51433 -0.01 0.06 0.08
C -1.60937 -1.68823 1.37076 -0.14 0.02 -0.07
C -0.30250 -1.71310 0.92122 0.17 -0.04 -0.11
C -0.01838 -1.43862 -0.41318 -0.34 0.03 0.00
C -1.06287 -1.14071 -1.28123 0.03 -0.10 -0.06
C -2.36175 -1.10948 -0.81565 0.10 -0.14 0.11
H -3.16190 -0.86430 -1.49794 -0.11 0.06 -0.09
H -0.84865 -0.91597 -2.31317 0.03 0.03 -0.07
N 1.31124 -1.41912 -0.88206 -0.04 -0.25 0.12
C 1.80262 -0.47617 -1.73055 0.36 0.17 -0.20
O 1.19135 0.44779 -2.21152 -0.10 0.21 -0.16
C 3.27877 -0.79035 -1.95201 -0.01 0.07 -0.03
H 3.86758 0.12119 -2.04063 -0.06 -0.02 -0.04
C 3.63998 -1.64825 -0.73155 0.00 0.13 0.06
C 4.03579 -0.67277 0.36555 0.41 -0.40 -0.28
O 5.14421 -0.24096 0.51597 -0.02 0.03 0.00
O 2.97222 -0.30711 1.09501 -0.34 -0.08 0.27
C 3.09031 0.84043 1.92994 0.34 0.55 0.17
H 2.81019 0.55673 2.94904 0.03 0.00 -0.12
H 4.11917 1.21193 1.91841 -0.28 -0.01 0.02
C 2.14112 1.93230 1.40924 0.28 -0.60 0.20
O 2.46568 3.09076 1.32962 0.10 0.28 -0.01
N 0.92713 1.42906 1.07612 -0.38 -0.38 0.00
C -0.09458 2.12494 0.46249 -0.87 0.53 -0.38
N -1.28477 1.58110 0.36424 0.87 -0.72 0.76
O -2.06203 2.46729 -0.30183 -0.30 0.71 -0.49
C -1.34096 3.56021 -0.60722 0.79 -0.02 0.31
C -0.06858 3.40845 -0.13778 -0.54 -0.02 -0.16
H 0.76258 4.07548 -0.19824 0.12 0.20 -0.05
C -2.00019 4.65366 -1.36045 -0.09 -0.26 0.00
H -3.00601 4.81570 -0.97953 -0.05 0.09 0.01
H -2.07503 4.38557 -2.41382 -0.03 0.04 -0.07
H -1.41930 5.56627 -1.27018 0.00 0.05 0.00
H 0.72713 0.44633 1.22183 0.14 0.09 -0.04
C 2.32024 -2.36941 -0.45202 0.09 -0.31 0.03
H 2.20434 -2.63400 0.59819 0.00 0.01 -0.09
H 2.24826 -3.28616 -1.05219 0.06 0.03 0.12
H 4.47513 -2.32297 -0.91964 -0.07 0.08 0.09
H 3.38316 -1.35880 -2.87841 -0.01 0.00 -0.01
H 0.49158 -1.94397 1.61742 0.10 -0.04 0.04
H -1.81417 -1.90042 2.41049 -0.03 -0.01 0.12
H -4.63832 -0.60323 0.47629 -0.01 0.07 0.07
H -4.09989 -1.15296 2.06805 -0.02 0.09 -0.01